A structure of composition C13H24N3OPb3 at a distorted geometry. Source: the Open Molecules 2025 dataset; level of theory: ωB97M-V/def2-TZVPD.

Summary:
* DFT total energy: -36064.1425 eV
* relative energy (zero: lowest compared OMol25 entry of this formula, charge and spin): 27.9 kcal per mole
* gap between HOMO and LUMO: 1.969 eV
* total charge: +5
* LUMO: -0.729 Ha

CARTESIAN COORDINATES (ANGSTROEM)
C -6.192 -0.703 6.217
H -6.202 -2.607 -2.376
C -3.643 0.788 3.534
H -6.162 -1.538 -0.474
H -9.458 -1.964 6.156
N -5.923 1.623 0.500
H -6.172 3.720 2.896
H -4.490 3.719 2.390
H -4.827 -3.558 -1.707
H -3.700 1.878 3.614
C -5.770 2.540 1.174
H -7.496 -3.533 6.485
H -5.332 -0.440 -1.573
H -3.992 0.583 2.520
C -4.126 -1.463 -0.141
Pb -1.642 -1.944 2.549
C -4.293 -2.264 -3.327
C -8.535 -1.668 6.650
H -4.983 4.577 -0.678
H -4.249 -3.168 -3.933
H -7.124 -2.575 8.027
C -5.521 3.757 2.022
H -3.279 -2.037 -2.991
C -4.683 5.256 0.131
H -8.846 -1.070 7.511
Pb -2.682 -0.829 6.484
Pb 0.100 1.398 3.863
H -6.679 5.290 1.052
H -8.682 -3.401 7.735
N -5.093 -0.677 6.598
C -5.618 5.135 1.316
H -5.688 5.948 2.051
O -2.340 0.282 3.923
C -5.264 -1.413 -1.085
H -7.586 -1.225 4.800
C -5.149 -2.589 -2.084
H -4.753 -1.475 -3.918
H -3.641 5.005 0.342
H -4.423 0.548 4.260
N -3.230 -1.510 0.600
C -7.854 -2.863 7.272
C -7.594 -0.774 5.804
H -7.934 0.226 5.517
H -4.788 6.225 -0.356

Let us look at the Mulliken charges, expressed in e, one per atom: 0.495 0.286 0.000 0.398 0.412 -0.401 0.413 0.121 0.427 0.207 0.401 0.318 0.370 0.116 0.225 1.511 -1.115 -0.455 0.361 0.357 0.389 -0.425 0.320 -1.082 0.292 1.567 1.602 0.335 0.368 -0.507 -0.526 0.386 -0.673 -0.346 0.344 -0.562 0.362 0.288 -0.192 -0.419 -1.204 -0.596 0.473 0.354

A cluster of 4 separate species, C13H24N5O12S3 in total at a distorted geometry. Source: the Open Molecules 2025 dataset; level of theory: ωB97M-V/def2-TZVPD.

Summary:
* DFT total energy: -78387.1263 eV
* relative energy (zero: lowest compared OMol25 entry of this formula, charge and spin): 0.0 kcal per mole
* gap between HOMO and LUMO: 8.831 eV
* total charge: +1
* LUMO: -0.148 Ha

CARTESIAN COORDINATES (ANGSTROEM)
C -3.855 2.996 0.643
O 2.322 -5.466 -1.273
O -0.427 0.578 6.601
H -1.135 2.031 -0.210
C 1.359 -6.500 -1.550
H -5.836 2.017 -2.452
N -1.740 5.236 -2.731
O 3.944 -5.534 0.557
C -0.472 2.885 -0.089
H 1.882 -3.136 -0.812
H 0.378 1.788 2.653
H 1.320 -7.380 0.434
C -3.619 3.688 -0.535
H 1.091 1.818 -0.731
H 1.344 -8.575 -0.885
H -1.230 6.113 -2.638
O 1.276 -1.667 -3.050
H 3.364 -2.185 -0.577
C 0.938 1.703 3.579
O 3.134 -7.596 -0.519
H -0.814 3.405 0.797
O 0.098 2.019 4.692
O 1.598 -1.090 -0.746
O 4.650 -6.116 -1.746
H 0.638 -0.444 3.603
O -0.679 -1.152 -1.674
N -5.504 1.617 -0.453
H 1.776 2.405 3.566
H -5.016 1.465 1.534
N -2.654 4.754 -0.606
C 2.413 -2.232 -1.100
C 2.569 -2.129 -2.600
H -4.205 3.843 -2.589
H -3.332 3.237 1.555
O 1.440 2.195 6.753
O 0.901 0.646 -2.314
H 1.504 3.155 0.200
S 0.647 1.285 6.015
H 3.315 -1.384 -2.880
S 3.686 -6.115 -0.710
H 0.057 3.641 -2.023
N -0.657 3.728 -1.310
H 2.328 0.043 3.330
H -1.303 4.717 -3.489
O 1.626 0.258 5.266
N 0.853 2.392 0.069
C -1.643 4.533 -1.529
H -2.288 4.941 0.322
H 2.812 -3.079 -3.065
H 1.491 -6.828 -2.582
S 0.637 -0.716 -1.957
C 1.699 -7.600 -0.566
C -4.813 1.992 0.614
C 1.407 0.289 3.853
C -4.357 3.330 -1.650
H 0.353 -6.113 -1.416
C -5.272 2.293 -1.577

Let us look at the Mulliken charges, expressed in e, one per atom: -0.244 -0.273 -0.514 0.425 -0.336 0.387 -0.487 -0.540 -0.785 0.212 -0.115 0.294 0.497 0.176 0.327 0.324 -0.325 0.338 0.110 -0.288 0.429 -0.322 -0.271 -0.538 0.331 -0.578 -0.573 0.282 0.383 -0.336 -0.158 -0.388 0.437 0.408 -0.527 -0.689 0.267 1.080 0.296 1.114 0.301 -0.023 0.292 0.291 -0.323 -0.366 0.338 0.415 0.319 0.285 1.186 -0.406 -0.445 -0.344 -0.253 0.336 -0.430

A structure of composition C13H25BBr5CaCl4F3NNaO7P at a distorted geometry. Source: the Open Molecules 2025 dataset; level of theory: ωB97M-V/def2-TZVPD.

Summary:
* DFT total energy: -470965.2575 eV
* gap between HOMO and LUMO: 3.470 eV
* total charge: +1
* LUMO: -0.177 Ha

CARTESIAN COORDINATES (ANGSTROEM)
O 0.599 -6.798 0.501
Cl -3.449 -3.731 3.662
O -0.939 1.885 -3.615
Br 5.499 -2.930 0.511
F 0.674 -3.009 0.683
O 0.981 -1.821 -3.877
Na 2.667 -2.643 2.520
H 2.892 1.422 0.456
Cl -4.455 -4.253 0.982
C -2.006 2.458 -3.510
H 0.303 -6.261 -0.277
C -3.416 0.744 -4.463
H -1.492 3.682 -1.847
H 1.563 6.765 3.116
F 5.892 -6.075 1.296
P 1.216 -0.311 -1.042
Br 3.618 -4.783 2.359
N -2.914 2.137 -4.546
C 0.820 4.746 3.254
O 2.282 -0.601 0.344
C -1.434 5.869 4.464
H 1.690 4.293 2.791
B 0.136 -2.062 -2.656
H -3.954 0.624 -3.520
H -3.147 3.025 -1.805
H 1.633 1.062 -1.287
H 1.299 -6.326 1.021
O -0.131 0.190 -0.004
C -2.373 3.448 -2.449
H -2.178 3.842 4.574
Br 2.750 0.727 2.994
C -1.365 4.491 4.266
H -2.308 6.307 4.940
Br 2.062 -8.160 1.098
C 0.563 1.238 0.815
Cl -2.489 -2.153 1.414
H -1.650 -1.601 -3.411
H 0.856 -0.827 -4.080
H -2.571 0.053 -4.532
C 2.135 0.715 1.049
H -0.166 -7.056 1.075
O -1.327 -2.371 -2.832
H 2.309 -0.609 -1.979
C 3.823 -3.911 0.632
H -2.325 2.163 -5.386
H -4.092 0.593 -5.307
F -0.168 2.616 3.481
Cl -1.714 -4.946 1.668
H -2.735 4.368 -2.914
O 0.702 -1.968 -1.266
C -0.381 6.686 4.049
C 0.746 6.126 3.441
C -3.027 -3.770 1.931
Ca 5.258 -3.186 -1.780
Br 3.608 -5.162 -0.841
H 0.739 2.291 0.313
H 0.265 -0.028 -2.107
H -0.040 1.443 1.811
H 3.016 -3.176 0.548
C -0.237 3.941 3.666
H -0.436 7.762 4.199
H -3.675 2.816 -4.590

Let us look at the Mulliken charges, expressed in e, one per atom: -0.252 -0.102 -0.472 -0.091 -0.697 -0.592 0.823 0.403 -0.118 0.489 0.304 -0.775 0.285 0.359 -0.826 0.929 -0.009 -0.010 -0.216 0.143 -0.403 0.386 0.642 0.389 0.339 -0.008 0.259 -0.600 -1.100 0.420 -0.304 -0.415 0.363 -0.643 0.039 0.018 0.168 0.298 0.241 -0.299 0.362 -0.650 -0.246 -0.590 0.394 0.368 -0.279 -0.026 0.450 -0.176 -0.463 -0.421 0.133 1.274 -0.014 0.079 -0.665 0.221 0.858 0.287 0.364 0.374

A cluster of 2 separate species, C13H25BClN3O8PS in total at a distorted geometry. Source: the Open Molecules 2025 dataset; level of theory: ωB97M-V/def2-TZVPD.

Summary:
* DFT total energy: -68050.2159 eV
* gap between HOMO and LUMO: 7.543 eV
* total charge: +1
* LUMO: -0.124 Ha

CARTESIAN COORDINATES (ANGSTROEM)
O -7.823 1.408 1.430
H -1.025 0.832 0.333
C 4.695 0.906 -1.327
H -5.552 1.086 5.043
H 1.606 0.618 -1.116
H -3.582 -0.321 0.968
Cl 0.198 -0.459 -3.170
O 6.592 2.492 -0.490
H 1.746 -0.685 1.503
H -4.974 -1.410 0.783
C -5.995 0.450 4.279
H 5.443 -3.374 1.838
C -0.278 0.074 0.016
H -0.286 -0.685 0.829
O -7.313 -0.799 0.659
H -6.734 -1.083 -1.289
P -6.780 0.377 1.733
H 1.812 1.031 1.904
H 5.203 4.291 -1.621
H -6.980 0.121 4.618
N 3.965 0.071 -0.547
H -4.424 -0.419 -0.585
H -5.349 -0.419 4.123
C 1.129 0.746 -0.128
H 3.985 1.322 1.207
N 4.561 3.608 -1.212
C -4.560 -0.442 0.495
H -7.213 0.585 -0.920
H 7.003 1.619 -0.366
O -2.240 -0.239 -1.744
O 4.274 -1.784 -3.629
C -7.430 -0.461 -0.719
H 3.570 -1.569 -4.264
C 2.019 0.305 1.087
H 4.320 3.965 -0.281
O -5.400 0.645 0.876
H 4.024 -0.417 1.466
H 0.966 1.839 -0.006
O -6.115 1.211 3.065
B 5.311 2.360 -0.981
C 2.964 -2.234 -0.753
H -8.443 -0.697 -1.044
C 3.738 -1.051 -1.344
O -1.061 -2.187 -1.275
C 4.623 -3.285 1.132
H 2.003 -1.947 -0.282
C 3.560 0.369 0.827
H 5.418 0.803 -3.262
C 3.869 -2.867 0.291
C 4.278 -0.921 -2.605
H 2.716 -2.961 -1.549
S -0.913 -0.766 -1.465
N 4.883 0.348 -2.529

Let us look at the Mulliken charges, expressed in e, one per atom: -0.618 0.441 -0.245 0.235 0.243 0.159 -0.232 -0.565 0.502 0.403 -0.744 0.386 -0.910 0.453 -0.498 0.248 1.158 0.485 0.274 0.339 0.293 0.189 0.317 -0.358 0.551 -0.585 -0.533 0.360 0.317 -0.586 -0.517 -0.663 0.384 -0.933 0.255 -0.351 0.228 0.454 -0.262 0.601 -0.183 0.260 0.248 -0.587 -0.067 -0.175 -0.854 0.281 -0.661 0.244 0.482 1.235 0.102